The following is a DFT calculation (the ωB97M-V functional and the def2-TZVPD basis) of a single C11H14N2O4 molecule at a distorted geometry.

Calculated values
Relative energy (zero: lowest compared OMol25 entry of this formula, charge and spin) in eV: 0.8660
SMILES: N[C@@H](Cc1ccc(O)cc1)C(=O)NCC(=O)O
Gap between HOMO and LUMO in eV: 9.233
Total energy in Ha: -838.044833
HOMO energy in eV: -8.84

Bonds (Å) are listed after each position.
Atoms and positions in Å:
1 N -0.244 -1.228 -0.984  C2 1.439, H18 1.045, H19 1.000
2 C -0.506 -0.755 0.349  N1 1.439, C3 1.609, C11 1.485, H20 1.104
3 C 0.224 0.604 0.809  C2 1.609, C4 1.457, H21 1.039, H22 1.027
4 C 1.653 0.485 0.551  C3 1.457, C5 1.372, C10 1.406
5 C 2.281 1.644 0.169  C4 1.372, C6 1.382, H23 1.066
6 C 3.560 1.638 -0.354  C5 1.382, C7 1.400, H24 1.037
7 C 4.292 0.444 -0.358  C6 1.400, O8 1.365, C9 1.394
8 O 5.536 0.362 -0.913  C7 1.365, H25 0.968
9 C 3.750 -0.696 0.234  C7 1.394, C10 1.410, H26 1.097
10 C 2.430 -0.672 0.731  C4 1.406, C9 1.410, H27 1.115
11 C -1.953 -0.456 0.489  C2 1.485, O12 1.262, N13 1.333
12 O -2.528 -0.146 1.569  C11 1.262
13 N -2.704 -0.633 -0.599  C11 1.333, C14 1.442, H28 0.960
14 C -4.141 -0.663 -0.481  N13 1.442, C15 1.495, H29 1.060, H30 1.092
15 C -4.708 0.720 -0.446  C14 1.495, O16 1.220, O17 1.312
16 O -5.707 1.116 -1.023  C15 1.220
17 O -4.045 1.532 0.344  C15 1.312, H31 0.992
18 H -0.221 -2.264 -1.114  N1 1.045
19 H 0.610 -0.930 -1.412  N1 1.000
20 H -0.313 -1.481 1.157  C2 1.104
21 H -0.068 0.676 1.804  C3 1.039
22 H -0.089 1.452 0.320  C3 1.027
23 H 1.624 2.479 0.095  C5 1.066
24 H 3.915 2.488 -0.833  C6 1.037
25 H 5.872 -0.515 -0.682  O8 0.968
26 H 4.377 -1.591 0.328  C9 1.097
27 H 1.936 -1.531 1.242  C10 1.115
28 H -2.254 -0.824 -1.425  N13 0.960
29 H -4.647 -1.316 -1.145  C14 1.060
30 H -4.400 -1.007 0.523  C14 1.092
31 H -3.532 1.068 1.056  O17 0.992